Entry 1:
The following is a DFT calculation (ωB97M-V/def2-TZVPD) of a 2-piece molecular cluster, C4H11NO2 overall.

CARTESIAN COORDINATES (ANGSTROEM)
H (-0.80, 0.62, 0.89)
N (0.80, -1.74, 0.42)
C (1.61, -0.73, 0.85)
H (-1.09, -2.41, 0.59)
H (-0.97, -0.10, -1.37)
H (0.99, -2.72, 0.42)
H (-2.11, -1.36, -1.33)
H (2.32, -0.98, 1.67)
H (-0.51, 3.89, -2.03)
H (-0.77, 3.78, -0.54)
O (1.67, 0.36, 0.34)
C (-1.03, -1.18, -1.23)
O (-0.85, 4.39, -1.28)
H (-1.02, -0.51, 2.16)
H (-2.27, -0.27, 0.97)
H (-0.38, -1.69, -1.93)
C (-1.20, -0.38, 1.10)
C (-0.65, -1.49, 0.23)

Relative energy (zero: lowest compared OMol25 entry of this formula, charge and spin) ... 27.45 kcal per mole
SMILES ... CC(C)NC=O.O
Spin multiplicity ... 1
E_HOMO ... -9.74 eV
Gap between HOMO and LUMO ... 10.5 eV



Entry 2:
The following is a DFT calculation (ωB97M-V/def2-TZVPD) of a 2-piece molecular cluster, C4H11NO2 overall.

CARTESIAN COORDINATES (ANGSTROEM)
H (-0.51, 3.82, -0.64)
H (-1.20, 0.58, 1.44)
C (-0.02, -1.77, -1.35)
C (0.03, -1.08, 1.14)
C (0.41, -2.08, 0.09)
H (0.57, -2.37, -2.03)
O (0.01, 2.17, -1.72)
N (-1.02, -0.23, 0.87)
H (1.24, 3.39, -0.65)
H (0.05, -3.04, 0.45)
H (0.26, 2.62, -2.53)
H (-1.00, -2.16, -1.54)
H (-0.01, -0.70, -1.55)
H (1.50, -2.14, 0.16)
H (-1.17, 0.03, -0.10)
C (0.23, 3.01, -0.58)
H (0.00, 2.43, 0.31)
O (0.49, -1.09, 2.26)

Relative energy (zero: lowest compared OMol25 entry of this formula, charge and spin) ... 20.55 kcal per mole
SMILES ... CCC(N)=O.CO
Spin multiplicity ... 1
E_HOMO ... -9.55 eV
Gap between HOMO and LUMO ... 10.2 eV



Entry 3:
The following is a DFT calculation (ωB97M-V/def2-TZVPD) of a 2-piece molecular cluster, C4H11NO2 overall.

CARTESIAN COORDINATES (ANGSTROEM)
O (-1.03, -0.34, 0.94)
H (1.85, 0.32, 1.75)
C (-1.77, -1.77, -0.87)
O (0.65, -0.41, -2.28)
H (2.68, 1.69, 2.04)
H (-1.27, -2.65, -0.44)
N (2.28, 1.12, 1.29)
C (0.44, -0.55, -1.08)
H (1.12, -1.12, -0.43)
C (1.30, 1.86, 0.53)
H (-1.55, 0.38, -0.90)
C (-1.05, -0.50, -0.47)
H (-1.89, -0.54, 1.34)
H (1.71, 2.79, 0.14)
H (-1.81, -1.88, -1.95)
H (0.72, 1.26, -0.28)
H (0.43, 2.11, 1.15)
H (-2.79, -1.77, -0.47)

Relative energy (zero: lowest compared OMol25 entry of this formula, charge and spin) ... 53.20 kcal per mole
SMILES ... C[C@@H](O)C=O.CN
Spin multiplicity ... 1
E_HOMO ... -9.09 eV
Gap between HOMO and LUMO ... 9.7 eV



Entry 4:
The following is a DFT calculation (ωB97M-V/def2-TZVPD) of an isolated molecule of C4H11NO2.

CARTESIAN COORDINATES (ANGSTROEM)
H (1.40, 1.71, -0.10)
C (0.94, 1.55, 0.86)
O (-0.29, 0.22, -2.61)
C (0.20, 0.24, 0.94)
H (-1.73, -1.92, -0.19)
H (0.27, 2.40, 1.09)
C (-0.77, -0.15, -0.21)
N (-1.75, -1.10, 0.41)
H (0.03, -1.66, -1.63)
C (0.03, -0.58, -1.47)
H (-1.36, 0.75, -0.38)
H (-0.80, -0.35, -3.17)
O (1.23, -0.81, 0.98)
H (-0.36, 0.17, 1.87)
H (1.01, -0.22, -1.14)
H (-1.48, -1.34, 1.35)
H (1.69, 1.70, 1.64)
H (1.73, -0.60, 1.79)

Relative energy (zero: lowest compared OMol25 entry of this formula, charge and spin) ... 42.84 kcal per mole
SMILES ... C[C@H](O)[C@H](N)CO
Spin multiplicity ... 1
E_HOMO ... -9.18 eV
Gap between HOMO and LUMO ... 10.0 eV



Entry 5:
The following is a DFT calculation (ωB97M-V/def2-TZVPD) of a 2-piece molecular cluster, C4H11NO2 overall.

CARTESIAN COORDINATES (ANGSTROEM)
H (-0.56, 1.02, -0.15)
C (-0.39, 0.23, 0.73)
H (0.32, 0.83, 1.39)
C (0.97, -0.54, -1.68)
O (0.71, -2.76, -0.86)
H (0.04, 4.43, -0.23)
H (-0.07, -1.72, 1.34)
H (-2.69, 0.12, 0.45)
H (1.72, 0.03, -1.39)
N (-0.13, -1.16, 0.51)
H (-2.02, -0.61, 1.94)
H (-1.89, 1.22, 1.86)
C (0.51, -1.57, -0.67)
H (1.26, 3.90, 0.73)
O (0.31, 3.90, 0.49)
H (0.15, 0.17, -2.08)
H (1.25, -0.97, -2.62)
C (-1.88, 0.32, 1.30)

Relative energy (zero: lowest compared OMol25 entry of this formula, charge and spin) ... 46.70 kcal per mole
SMILES ... CCNC(C)=O.O
Spin multiplicity ... 1
E_HOMO ... -9.41 eV
Gap between HOMO and LUMO ... 10.0 eV



Entry 6:
The following is a DFT calculation (ωB97M-V/def2-TZVPD) of an isolated molecule of C4H11NO2.

CARTESIAN COORDINATES (ANGSTROEM)
C (2.14, 0.93, -0.08)
H (2.46, 0.63, 0.92)
O (-0.23, 0.99, 0.43)
H (2.91, 0.69, -0.80)
H (1.82, -1.66, -0.55)
C (0.87, -1.24, -0.23)
C (-1.17, 0.31, 1.13)
H (-1.33, 0.76, 2.12)
H (-2.42, 0.50, -1.41)
O (-2.46, 0.30, 0.57)
H (0.53, 0.47, -1.47)
C (0.83, 0.24, -0.44)
H (-3.39, -0.69, -0.83)
H (0.67, -1.43, 0.88)
H (-0.82, -0.79, 1.28)
N (-2.46, -0.28, -0.75)
H (1.99, 2.01, -0.07)
H (0.05, -1.76, -0.70)

Relative energy (zero: lowest compared OMol25 entry of this formula, charge and spin) ... 75.64 kcal per mole
SMILES ... CC(C)OCON
Spin multiplicity ... 1
E_HOMO ... -9.39 eV
Gap between HOMO and LUMO ... 10.5 eV



relative energy (zero: lowest compared OMol25 entry of this formula, charge and spin) of number 6 (C4H11NO2)? 75.64 kcal per mole